This record from the Open Molecules 2025 dataset describes the molecule C9H8O2 in a non-equilibrium geometry. The level of theory is ωB97M-V with the def2-TZVPD basis set.

Each line ends with the Mulliken charge.
CARTESIAN COORDINATES (ANGSTROEM)
O (3.02, -1.46, -0.31)  -0.50
C (2.24, -0.67, 0.06)  0.36
C (2.21, 0.74, -0.40)  -0.32
C (1.04, 1.43, 0.37)  -0.91
C (-0.30, 0.54, 0.34)  0.51
C (-1.66, 0.96, 0.21)  -0.67
C (-2.61, -0.03, -0.19)  -0.44
C (-2.27, -1.36, -0.16)  -0.34
C (-0.95, -1.79, 0.12)  -0.61
C (-0.09, -0.79, 0.58)  0.61
O (1.27, -1.09, 0.95)  -0.38
H (3.27, 1.07, -0.35)  0.33
H (1.94, 0.66, -1.47)  0.23
H (1.27, 1.89, 1.32)  0.38
H (0.89, 2.32, -0.23)  0.36
H (-1.85, 2.00, -0.08)  0.32
H (-3.53, 0.46, -0.29)  0.41
H (-3.09, -2.03, -0.62)  0.26
H (-0.78, -2.86, 0.14)  0.40

Energy above the lowest of the compared OMol25 structures with the same formula, charge and spin (kJ/mol): 129.2
Charge: 0
Multiplicity: 1
SMILES: O=C1CCc2ccccc2O1

=====

This record from the Open Molecules 2025 dataset describes a cluster of 2 separate species, CH6S in total in a non-equilibrium geometry. The level of theory is ωB97M-V with the def2-TZVPD basis set.

Each line ends with the Mulliken charge.
CARTESIAN COORDINATES (ANGSTROEM)
C (1.10, 2.56, 1.61)  -0.97
H (1.19, 1.66, 2.21)  0.24
H (1.64, 2.37, 0.68)  0.23
H (0.08, 2.67, 1.28)  0.23
H (1.57, 3.37, 2.16)  0.27
S (-0.55, -1.48, -0.82)  -0.29
H (-0.51, -0.17, -1.15)  0.14
H (-1.54, -1.91, -1.63)  0.15

Energy above the lowest of the compared OMol25 structures with the same formula, charge and spin (kJ/mol): 13.6
Charge: 0
Multiplicity: 1
SMILES: C.S

=====

This record from the Open Molecules 2025 dataset describes the molecule CH5NOS in a non-equilibrium geometry. The level of theory is ωB97M-V with the def2-TZVPD basis set.

Each line ends with the Löwdin spin population.
CARTESIAN COORDINATES (ANGSTROEM)
C (0.40, 1.04, 1.17)  0.78
N (0.11, -1.41, -0.85)  0.57
O (0.15, 1.29, -1.32)  0.01
S (-0.19, 0.47, -0.23)  0.41
H (1.38, 1.43, 0.92)  0.04
H (0.48, 0.39, 2.12)  0.04
H (-0.17, -1.84, 0.00)  0.01
H (-0.51, -1.86, -1.56)  0.04
H (-1.64, 0.49, -0.25)  0.09

Energy above the lowest of the compared OMol25 structures with the same formula, charge and spin (kJ/mol): 447.4
Charge: 0
Multiplicity: 3

=====

Question: Which of these has the highest multiplicity?
Answer: CH5NOS

=====

Question: Which of these has the lowest energy above the lowest of the compared OMol25 structures with the same formula, charge and spin?
Answer: CH6S